# C9H16FNO2S

A single C9H16FNO2S molecule (ωB97M-V/def2-TZVPD, OMol25).

Values from the calculation:
E_HOMO (spin up / spin down) = -0.3419 / -0.3418 Eh
Charge = 0
Spin multiplicity = 1
Energy relative to the best compared isomer or geometry (same formula, charge and spin) = 103.4 kcal/mol
Frontier orbital gap (spin up / spin down) = 0.3105 / 0.3105 Eh
M = 221.30 g mol⁻¹

XYZ file:
```
30
Properties=species:S:1:pos:R:3:forces:R:3:nbo_charge:R:1
C -1.61298 -0.86520 -1.38189 2.988 -0.436 0.464 -0.399
C -0.66583 -0.74415 -2.56161 1.299 2.077 0.245 -0.384
C -1.17674 0.16163 -0.28869 -1.873 -5.723 2.360 -0.413
C 0.85924 -0.86846 -2.12085 -3.725 0.680 0.511 -0.428
C 0.20259 -0.23247 0.30261 -2.739 -0.877 0.922 -0.346
C 1.19914 -0.20532 -0.85660 -1.629 2.840 0.993 -0.415
C 0.45375 0.73506 1.44548 2.866 0.215 -0.530 0.552
C 1.51274 0.26136 2.38757 1.148 3.885 -0.479 -0.747
C -0.55063 1.80106 1.80819 2.357 -1.901 -4.351 -0.738
N 2.08797 2.04181 0.32586 -1.550 0.107 0.510 -0.419
O 2.41009 1.81783 -2.19591 -0.107 -0.670 -0.154 -0.919
O 0.17816 2.35595 -1.23634 2.317 -1.125 0.326 -0.956
F 3.39602 1.46483 0.39770 -0.664 -0.284 0.044 -0.287
S 1.45910 1.60024 -1.14504 -0.682 1.807 0.071 2.193
H -2.51015 -0.65549 -1.83122 -2.730 0.323 -0.266 0.212
H -1.49680 -1.90691 -1.14669 -0.698 -0.589 1.207 0.189
H -0.87915 -1.35809 -3.43112 -0.048 -0.458 0.226 0.216
H -0.97216 0.27780 -2.86164 1.244 -0.112 -0.556 0.207
H -1.06804 1.06398 -0.69834 -0.146 3.262 -1.477 0.248
H -1.92087 0.19624 0.57489 0.682 -0.160 -1.420 0.198
H 1.10905 -1.83916 -1.95822 0.344 -3.375 0.123 0.207
H 1.50564 -0.53832 -2.83017 1.800 1.151 -2.361 0.242
H 0.13359 -1.29764 0.89094 0.278 2.143 -1.742 0.246
H 2.08204 -0.44769 -0.38565 2.610 -0.865 0.203 0.240
H 1.65774 0.92614 3.24850 -0.504 -0.407 0.066 0.232
H 2.52307 0.28663 1.94660 -0.421 -0.116 -0.361 0.277
H 1.35392 -0.70601 2.60635 -0.743 -3.451 1.336 0.226
H -0.22421 2.29092 2.60280 1.824 2.680 3.205 0.223
H -1.41138 1.34305 2.14072 -2.415 -0.914 -0.065 0.242
H -0.52166 2.35355 0.84043 -1.084 0.293 0.951 0.302
```
Forces are in eV/Å.


# C9H16LuO6S

C9H16LuO6S as an isolated structure (ωB97M-V/def2-TZVPD, OMol25).

Values from the calculation:
E_HOMO = -0.7278 Eh
Charge = +3
Spin multiplicity = 1
Frontier orbital gap = 0.1189 Eh
M = 427.25 g mol⁻¹

XYZ file:
```
33
Properties=species:S:1:pos:R:3:forces:R:3:nbo_charge:R:1
C 3.03650 -1.30836 -0.26624 -0.245 1.034 -0.689 -0.648
C 3.52601 0.00995 -0.98823 1.143 -2.320 -0.166 -0.098
O 3.50988 1.13378 -0.04302 -2.399 0.609 0.591 -0.449
C 2.26147 1.56530 0.21104 1.974 0.030 0.015 0.914
O 1.77101 2.37197 -0.61155 -1.585 0.398 -0.427 -0.726
C 1.50893 1.12704 1.46593 0.508 0.786 0.355 -0.562
C 0.01489 1.10561 1.14077 0.096 0.492 -0.324 -0.439
C -0.22280 0.64835 -0.32161 -1.024 -2.349 1.843 -0.202
C -1.45587 -0.31220 -0.55615 0.552 1.984 -1.037 0.042
O -0.95888 -1.59263 -0.32532 -1.373 0.871 0.672 -0.623
S -1.71813 -2.18877 1.05010 2.053 -4.081 2.852 2.442
O -0.86467 -1.97792 2.20462 -1.203 2.212 -1.650 -0.848
O -1.90960 -3.59449 0.86682 -1.339 2.105 -1.211 -0.758
O -3.04116 -1.23179 0.98618 1.611 0.275 0.283 -0.614
C -2.82296 -0.04502 0.19160 -0.961 -1.852 -2.248 0.038
C -3.89187 -0.25503 -0.95592 0.104 0.150 0.551 -0.614
H 3.60728 -2.19732 -0.59284 -0.241 0.587 0.110 0.288
H 3.18440 -1.15681 0.81780 -0.170 -0.417 -0.518 0.236
H 1.97218 -1.47839 -0.54701 0.505 -0.190 0.600 0.181
H 4.59344 -0.15548 -1.24094 -0.683 0.661 0.116 0.268
H 2.96785 0.23367 -1.91830 0.282 0.205 0.567 0.183
H 1.67544 1.91563 2.24309 0.165 -0.465 -0.510 0.320
H 1.88719 0.19823 1.94570 -0.233 0.425 -0.723 0.322
H -0.54054 0.47295 1.87311 0.159 0.379 -0.583 0.337
H -0.34200 2.17904 1.24281 -0.169 -0.659 0.164 0.185
H 0.65680 0.14197 -0.78764 -0.672 0.656 -0.044 0.316
H -0.37165 1.63435 -0.90648 1.473 -3.825 0.830 -0.243
H -1.71405 -0.16372 -1.63701 0.266 -0.630 0.310 0.189
H -2.97160 0.92941 0.71146 0.383 -0.741 0.275 0.213
H -3.67516 -1.24711 -1.40509 -0.210 0.590 0.138 0.263
H -3.80296 0.51455 -1.76554 -0.092 -0.199 0.473 0.174
H -4.92499 -0.27201 -0.56055 0.558 0.168 -0.206 0.293
Lu -0.94438 2.99524 -1.52159 0.768 3.111 -0.411 2.620
```
Forces are in eV/Å.


# C9H16N

An isolated ion of composition C9H16N and charge +1 (ωB97M-V/def2-TZVPD, OMol25).

Values from the calculation:
E_HOMO = -0.4754 Eh
Charge = +1
Spin multiplicity = 1
Energy relative to the best compared isomer or geometry (same formula, charge and spin) = 92.5 kcal/mol
Frontier orbital gap = 0.2561 Eh
M = 138.23 g mol⁻¹

XYZ file:
```
26
Properties=species:S:1:pos:R:3:forces:R:3:nbo_charge:R:1
C -0.46890 -1.85926 0.40620 -0.139 -3.150 0.147 -0.364
C -0.95080 -0.76609 1.01589 -0.415 -0.563 0.904 0.095
C 0.13781 -2.10554 -0.81006 2.581 4.808 1.489 0.198
C 0.98633 -1.19341 -1.57945 -1.663 0.183 0.110 -0.321
C -0.67640 0.58743 0.70029 -2.811 1.106 -2.403 0.033
C 2.24358 -0.65109 -0.90614 1.866 -0.470 -0.175 -0.621
C 0.26158 1.07610 1.77865 0.612 0.191 -0.673 -0.585
C -2.02348 1.47261 0.84426 0.508 -1.924 3.926 -0.557
C -0.11543 0.03851 -1.84571 0.640 -1.134 0.034 -0.163
N -0.25562 0.84347 -0.70040 1.472 2.389 1.164 -0.606
H -0.66084 -2.84890 0.86576 -0.611 0.832 0.044 0.245
H -1.60595 -0.97062 1.87893 0.425 0.377 -0.307 0.245
H 1.21516 -1.66940 -2.53291 0.144 0.213 -0.043 0.240
H 2.30003 -0.65756 0.22397 -0.569 0.347 -1.345 0.230
H 2.58546 0.33907 -1.37603 -0.610 -1.386 0.880 0.239
H 3.00723 -1.43133 -1.19173 -0.326 1.037 0.347 0.246
H 0.03707 0.52714 2.67283 0.491 -0.229 0.601 0.238
H -0.08482 2.07436 1.95790 0.710 0.850 0.225 0.240
H 1.29290 0.97925 1.40238 -0.322 0.164 0.746 0.236
H -1.69958 2.37685 0.44021 -0.318 1.587 -0.853 0.225
H -2.26337 1.64428 2.00724 0.538 -0.443 -2.504 0.213
H -2.87836 0.96348 0.42747 -0.166 0.319 -0.578 0.229
H 0.06217 -3.06020 -1.05735 -0.423 -4.133 -1.777 0.206
H -0.97960 -0.56416 -2.18620 -0.037 1.278 0.134 0.209
H 0.32131 0.65883 -2.64988 -0.434 -0.456 0.278 0.251
H 0.38182 1.69758 -0.68243 -1.142 -1.793 -0.369 0.400
```
Forces are in eV/Å.


# C9H16N2O2

A 2-piece molecular cluster, C9H16N2O2 overall (ωB97M-V/def2-TZVPD, OMol25).

Values from the calculation:
E_HOMO = -0.3629 Eh
Charge = 0
SMILES string = O=c1cc[nH]c(=O)[nH]1.CC(C)(C)C
Spin multiplicity = 1
Energy relative to the best compared isomer or geometry (same formula, charge and spin) = 120.4 kcal/mol
Frontier orbital gap = 0.3763 Eh
M = 184.24 g mol⁻¹

XYZ file:
```
29
Properties=species:S:1:pos:R:3:forces:R:3:nbo_charge:R:1
O 2.42316 2.15168 -1.04934 -0.068 -0.515 0.942 -0.606
C 2.34050 1.06361 -0.48973 1.268 0.169 0.915 0.652
C 3.04731 0.61224 0.75725 -0.390 3.540 -2.540 -0.322
C 2.99004 -0.64642 1.02649 -2.335 0.793 -0.364 0.026
N 1.97910 -1.41262 0.42432 2.946 -1.755 2.793 -0.607
C 1.47573 -1.28093 -0.81526 0.308 -1.438 -2.621 0.774
O 0.97622 -2.22714 -1.48480 2.765 2.518 1.235 -0.602
N 1.57483 0.10409 -1.09430 -0.059 1.570 -3.279 -0.675
H 3.49989 1.40040 1.30793 0.867 0.096 0.331 0.242
H 3.43965 -0.96390 1.90465 0.647 -1.424 1.320 0.218
H 2.15464 -2.26216 0.92209 -1.337 -1.561 -1.193 0.422
H 1.16847 0.75127 -1.89436 0.732 -2.968 1.318 0.461
C -0.87852 -0.54195 -0.96950 -0.078 -2.482 -0.137 -0.559
C -1.58316 0.15832 0.02318 -2.420 2.049 3.364 -0.049
C -2.78646 0.87709 -0.58947 2.775 2.684 0.240 -0.595
C -0.67882 1.31738 0.65349 -0.937 -2.020 1.818 -0.621
C -2.04107 -0.96075 1.01476 -1.693 0.581 0.877 -0.624
H -1.46342 -1.36946 -1.31234 -0.708 -0.307 -0.896 0.219
H -0.51966 0.06621 -1.71008 0.369 1.081 -2.234 0.182
H -0.06362 -1.10382 -0.56293 -2.014 0.754 0.753 0.191
H -3.26200 1.46604 0.18840 -0.625 -0.171 0.053 0.206
H -2.23432 1.70693 -1.22063 -1.659 -1.609 0.437 0.194
H -3.42257 0.23231 -1.12173 -0.954 -0.543 -0.873 0.208
H -1.13582 1.92212 1.58771 0.884 -1.416 -2.402 0.221
H -0.40072 1.93474 -0.20000 0.357 0.347 0.495 0.209
H 0.13727 0.63745 1.01183 0.038 1.456 0.101 0.198
H -1.24784 -1.80801 1.16338 -1.571 1.722 0.100 0.214
H -2.47381 -0.44122 1.96079 1.247 -1.224 -1.032 0.212
H -3.01499 -1.38352 0.56819 1.644 0.069 0.480 0.213
```
Forces are in eV/Å.


# C9H16N2O2

A 2-piece molecular cluster, C9H16N2O2 overall (ωB97M-V/def2-TZVPD, OMol25).

Values from the calculation:
E_HOMO = -0.3691 Eh
Charge = 0
SMILES string = O=c1cc[nH]c(=O)[nH]1.CCCCC
Spin multiplicity = 1
Energy relative to the best compared isomer or geometry (same formula, charge and spin) = 62.7 kcal/mol
Frontier orbital gap = 0.3857 Eh
M = 184.24 g mol⁻¹

XYZ file:
```
29
Properties=species:S:1:pos:R:3:forces:R:3:nbo_charge:R:1
O -1.20791 -4.59986 -3.08229 0.327 -1.930 -2.045 -0.549
C -1.31668 -3.85114 -2.18619 0.025 0.475 3.904 0.659
C -1.43163 -4.18574 -0.70049 2.771 -4.191 -2.328 -0.373
C -1.50315 -3.20403 0.14079 0.244 1.001 0.582 0.024
N -1.43200 -1.87093 -0.32905 -3.472 0.388 7.968 -0.604
C -1.88315 -1.59848 -1.53763 -0.404 3.527 -2.006 0.765
O -2.40434 -0.50791 -1.81579 0.219 -2.456 -0.135 -0.590
N -1.31426 -2.48673 -2.38202 -0.681 -0.412 -1.196 -0.640
H -0.90585 -5.21366 -0.36569 -2.280 2.135 -0.813 0.251
H -1.63208 -3.47145 1.18180 0.490 0.927 0.252 0.230
H -1.96401 -1.24570 0.42158 1.743 -1.204 -2.225 0.415
H -1.37368 -2.27801 -3.33085 -0.217 0.667 -1.969 0.418
C 2.11568 3.92938 2.14058 -0.271 -0.599 -0.173 -0.600
C 1.35055 2.59080 2.08263 0.997 0.279 -0.686 -0.390
C 1.17496 2.13191 0.64131 0.009 0.888 -0.651 -0.384
C 0.43911 0.83266 0.46425 -0.163 -0.459 1.120 -0.402
C 0.26386 0.48640 -0.96870 0.436 0.265 -2.338 -0.591
H 3.15221 3.81918 1.77155 -0.449 0.068 0.234 0.202
H 1.59067 4.65458 1.48928 0.336 -0.088 0.567 0.202
H 2.11665 4.21761 3.19480 0.204 0.541 -0.271 0.207
H 0.36600 2.76116 2.48641 -0.405 -0.156 0.472 0.192
H 1.89773 1.84340 2.68720 -0.418 0.161 -0.222 0.193
H 0.60246 2.93214 0.07731 0.571 -0.699 0.566 0.190
H 2.14498 2.05180 0.12043 -0.124 0.111 0.248 0.194
H -0.53536 0.93017 0.97876 0.176 -0.164 -0.199 0.183
H 0.98846 0.02214 0.96526 -0.125 0.126 0.136 0.192
H 1.25118 0.22272 -1.47347 -1.070 0.215 0.728 0.195
H -0.46434 -0.31987 -1.16789 1.462 1.399 0.262 0.212
H -0.08607 1.40744 -1.50386 0.068 -0.815 0.216 0.201
```
Forces are in eV/Å.


# C9H16N2O6

A 2-piece molecular cluster, C9H16N2O6 overall (ωB97M-V/def2-TZVPD, OMol25).

Values from the calculation:
E_HOMO = -0.3717 Eh
Charge = 0
Spin multiplicity = 1
Energy relative to the best compared isomer or geometry (same formula, charge and spin) = 193.4 kcal/mol
Frontier orbital gap = 0.3693 Eh
M = 248.23 g mol⁻¹

XYZ file:
```
33
Properties=species:S:1:pos:R:3:forces:R:3:nbo_charge:R:1
C -1.65403 1.03368 1.80959 -4.136 -4.333 2.286 -0.199
C -1.39245 0.57397 0.41206 0.689 0.807 -2.915 0.699
C -1.35700 2.40924 2.27423 2.121 1.375 -5.931 0.087
C 0.18664 2.69359 2.20270 -0.656 -3.009 -0.040 -0.629
C -0.07306 -0.70179 -1.04979 1.195 0.092 -1.582 -0.164
C -0.69960 -0.95963 -2.46217 2.020 -4.519 -3.102 0.778
C 0.90037 -1.85961 -0.87071 0.296 2.512 6.345 -0.412
C 1.82034 -2.12606 -1.86268 5.178 -1.762 -1.922 -0.574
C 3.17075 -1.27143 -1.90687 -0.878 -0.398 -1.461 0.819
H -1.53737 0.70946 3.90558 0.817 -3.603 -3.869 0.336
H -0.23727 -0.00792 2.75147 -2.361 -0.766 0.792 0.341
H -2.81146 0.79143 1.91245 1.609 1.619 -0.816 0.264
H -1.53180 2.60682 3.25273 -2.042 0.587 2.797 0.188
H -1.81372 2.85594 0.34041 -0.752 0.581 2.654 0.504
H 0.45900 2.39223 1.13808 0.423 -0.043 1.546 0.209
H 0.51257 1.97201 3.10074 0.361 1.491 -2.284 0.194
H 0.57456 3.68550 2.34208 -0.414 0.497 0.429 0.238
H -0.80286 -1.70568 0.82790 -0.723 4.419 -2.263 0.479
H 0.48369 0.27605 -1.17101 -0.465 -1.128 0.651 0.257
H 1.42509 -1.61926 0.16688 -0.657 -0.167 -1.853 0.215
H 0.53175 -2.80176 -0.63352 -2.194 -1.427 0.408 0.226
H 2.09965 -3.22048 -1.80769 0.442 1.138 0.143 0.234
H 1.19287 -2.13986 -2.72911 1.100 0.318 -1.261 0.296
H 3.18070 -1.92360 -3.97055 2.579 1.724 4.384 0.507
H -2.21755 -0.60195 -1.56190 -0.250 -2.724 -2.222 0.514
N -1.34351 -0.08656 2.79733 3.396 4.334 3.237 -0.780
N -0.94337 -0.74129 0.13614 0.222 -0.529 1.212 -0.669
O -1.50653 1.34470 -0.62303 0.276 -2.334 3.442 -0.666
O -2.12135 3.15545 1.29724 0.897 0.466 -0.964 -0.745
O 0.01301 -1.35909 -3.50411 -4.687 3.420 4.344 -0.624
O 3.64047 -0.51468 -1.07979 -1.038 -1.679 -1.377 -0.566
O 3.84053 -1.52522 -3.11148 -2.583 -0.896 -2.387 -0.716
O -1.98909 -1.33422 -2.32323 0.215 3.939 1.580 -0.642
```
Forces are in eV/Å.


Question: What is the M in the third record?
Answer: 138.23 g mol⁻¹


Question: What is the M in the fourth record?
Answer: 184.24 g mol⁻¹